Model P:
13
Properties=species:S:1:pos:R:3:mulliken_spin:R:1 method="wB97M-V/def2-TZVPD" s_squared=2.008 multiplicity=3 total_charge=+1 e_homo_ev="-11.404 / -15.810"
C 0.3321 1.5832 0.2101 0.10
C -0.1099 -1.9037 -1.0939 0.84
C 0.1651 0.8167 1.4130 0.01
C -0.9945 0.8665 0.4868 0.02
N 0.2129 -1.3635 0.0286 0.43
N -0.4668 -0.4048 0.8110 0.57
H 0.4370 2.6262 0.4757 0.01
H 0.7700 1.2805 -0.7766 0.00
H -0.7303 -1.2098 -1.6528 0.03
H 0.3408 -2.8174 -1.4937 0.02
H 0.5159 1.0295 2.4285 -0.01
H -2.1021 1.1056 0.4516 0.00
H 0.8870 -1.8609 0.7468 -0.03

---

Model Q:
13
Properties=species:S:1:pos:R:3:mulliken_spin:R:1 method="wB97M-V/def2-TZVPD" s_squared=2.020 multiplicity=3 total_charge=+1 e_homo_ev="-12.603 / -15.074"
C -1.8173 -1.0193 0.7689 0.08
C -1.1747 -0.2800 1.4621 0.12
C 2.0742 -1.0813 -0.1106 0.33
C -0.4690 1.3816 -0.8915 0.05
N 0.0003 0.0221 -0.7059 0.96
N 1.1039 -0.3864 -0.4677 0.30
H -2.4953 -1.8391 0.6481 0.00
H -0.6347 0.5124 1.8042 0.00
H 2.8944 -1.1925 -0.7515 0.05
H 2.3138 -1.2464 0.9349 0.05
H 0.4014 2.0229 -1.0096 0.02
H -1.2944 1.3580 -1.6556 0.01
H -0.9027 1.7479 -0.0258 0.02

---

Preferred: model P; penalty for the next structure: 0.0126 hartree.